{
  "formula": "C8H12N6",
  "method": "ωB97M-V with the def2-TZVPD basis set",
  "e_tot_ha": -640.39457,
  "homo_ev": -9.09,
  "relative_energy_ev": 4.1963,
  "lumo_ev": 0.48,
  "elements": ["C", "C", "C", "C", "C", "C", "C", "C", "N", "N", "N", "N", "N", "N", "H", "H", "H", "H", "H", "H", "H", "H", "H", "H", "H", "H"],
  "coordinates": [[2.73487, 1.49931, 3.11846], [2.71580, 0.12378, 2.83258], [2.60911, 2.20303, 1.92463], [2.44486, 1.36463, -0.34984], [-1.68284, -1.18309, 0.23696], [0.58236, -1.44089, -0.67141], [-1.13413, 0.14609, -1.86183], [-0.59713, -0.42477, -0.55525], [2.52428, -0.06184, 1.53742], [2.08931, 1.74042, -1.40434], [-0.48876, 1.83435, 2.12514], [-0.31565, 1.21728, 1.19889], [2.50631, 1.20762, 0.96289], [-0.07539, 0.79014, 0.13814], [2.84314, 2.12506, 3.92606], [2.79991, -0.71723, 3.44232], [2.56043, 3.30237, 1.81995], [-2.71305, -0.73357, 0.51514], [-1.90055, -2.04392, -0.54082], [-1.29602, -1.51612, 1.15079], [0.19763, -2.40602, -0.43179], [1.03052, -1.47381, -1.61180], [1.27553, -1.16985, 0.22139], [-1.85285, 1.00277, -1.66074], [-0.27042, 0.50757, -2.31838], [-1.71194, -0.48101, -2.59438]],
  "forces_ev_per_angstrom": [[0.0, 1.3, -2.4], [-0.6, 1.7, -1.9], [0.2, -1.5, 1.0], [-1.9, 1.6, -3.3], [-2.4, -0.3, -2.5], [-0.3, 1.5, 3.2], [-2.3, 0.3, 0.0], [-1.1, -0.4, 0.9], [0.8, 0.7, -0.3], [1.7, -1.1, 1.9], [-0.1, 0.1, 1.2], [-1.4, 1.0, 1.8], [0.6, -0.5, 2.2], [0.6, -1.5, -3.2], [0.2, 0.4, 2.4], [0.0, -1.0, 1.0], [0.0, -1.1, -0.5], [1.8, 0.0, -0.9], [0.1, 1.3, 2.1], [0.7, -1.0, 1.2], [-0.2, -0.9, -0.1], [1.0, 0.3, -1.4], [-0.8, -0.7, -2.1], [1.0, -0.9, 0.0], [1.2, 1.0, -1.3], [0.9, -0.2, 1.0]],
  "lowdin_charge": [-0.0665, -0.1100, -0.0349, -0.2443, -0.0677, -0.0324, -0.0569, -0.5611, 0.0862, 0.1966, 0.1894, -0.2288, -0.1329, 0.0623, 0.0698, 0.0931, 0.1424, 0.1049, 0.1225, 0.0444, 0.0530, 0.0559, 0.0796, 0.1045, 0.0323, 0.0986]
}

{
  "formula": "C8H12NO2",
  "method": "ωB97M-V with the def2-TZVPD basis set",
  "e_tot_ha": -516.93888,
  "charge": 1,
  "homo_ev": -12.39,
  "relative_energy_ev": 1.4998,
  "lumo_ev": -4.38,
  "elements": ["N", "C", "C", "O", "O", "H", "H", "H", "H", "H", "H", "C", "C", "C", "C", "C", "C", "H", "H", "H", "H", "H", "H"],
  "coordinates": [[1.50517, -1.27180, 1.09771], [2.44419, -0.63674, 0.07031], [3.92227, -1.31197, 0.32026], [4.14835, -2.54098, 0.81932], [5.15093, -0.50191, 0.02654], [1.54900, -2.33288, 1.08893], [1.77901, -0.87107, 2.02713], [0.48832, -1.03713, 0.92675], [2.57805, 0.52893, 0.27903], [2.05202, -0.71570, -1.03689], [5.08261, 0.25099, 0.68710], [-2.24381, 1.46439, 0.69656], [-2.34952, 0.07705, 0.60227], [-2.66857, -0.51748, -0.61820], [-2.87238, 0.27566, -1.74776], [-2.76296, 1.66281, -1.65425], [-2.45305, 2.25788, -0.43163], [-1.99851, 1.92757, 1.64867], [-2.18392, -0.54133, 1.48095], [-2.75746, -1.59808, -0.68983], [-3.11621, -0.18778, -2.70006], [-2.92022, 2.28065, -2.53498], [-2.37331, 3.33890, -0.35793]],
  "forces_ev_per_angstrom": [[-0.5, 0.1, -0.3], [1.8, 1.2, -0.8], [3.8, -5.3, 2.2], [-2.7, 8.2, -3.5], [-4.4, -0.9, 1.8], [0.5, 1.3, 0.2], [-0.4, -0.9, -0.7], [1.1, 0.1, 0.1], [-0.6, -2.6, -0.2], [0.8, -0.3, 2.3], [0.3, -0.8, -1.2], [0.1, 0.0, -0.1], [0.2, 0.1, -0.2], [0.1, 0.1, -0.1], [0.1, 0.0, 0.1], [0.0, -0.1, 0.1], [0.0, -0.2, 0.0], [-0.1, 0.0, -0.1], [-0.2, 0.0, 0.0], [-0.1, 0.1, 0.0], [0.0, 0.1, 0.2], [0.0, -0.1, 0.2], [0.0, -0.2, 0.0]],
  "lowdin_charge": [0.1671, -0.0446, -0.2306, 0.0349, 0.0177, 0.1944, 0.1892, 0.1686, 0.1716, 0.1775, 0.1298, -0.1046, -0.1356, -0.1068, -0.0850, -0.0783, -0.0846, 0.1011, 0.0915, 0.1008, 0.1081, 0.1101, 0.1078]
}

{
  "formula": "C8H12NO3S",
  "method": "ωB97M-V with the def2-TZVPD basis set",
  "e_tot_ha": -990.68561,
  "charge": -1,
  "homo_ev": -4.97,
  "smiles": "CC1=C[C@](C)(S(=O)(=O)[O-])N=C(C)C1",
  "relative_energy_ev": 2.2705,
  "lumo_ev": 3.43,
  "elements": ["C", "C", "C", "C", "C", "C", "C", "C", "N", "O", "O", "O", "S", "H", "H", "H", "H", "H", "H", "H", "H", "H", "H", "H", "H"],
  "coordinates": [[0.17130, 1.21555, -0.54598], [1.07585, 0.93843, 0.37695], [0.44165, -1.40799, 0.27682], [0.85727, -0.25429, 1.24385], [-1.04095, 0.01415, -0.81697], [2.04327, 2.09899, 0.60092], [1.24605, -2.58704, 0.60040], [-1.67512, 0.07517, -2.24299], [-0.39777, -1.25178, -0.65253], [-2.87111, 1.53810, 0.20819], [-3.43556, -0.77335, 0.13625], [-1.74555, 0.07223, 1.74279], [-2.39697, 0.18601, 0.42534], [0.30202, 2.00814, -1.27468], [1.78709, -0.68927, 1.73020], [0.04699, 0.02988, 1.84530], [2.32619, 2.39900, 1.67837], [1.64688, 2.93663, 0.18797], [2.97534, 1.90063, 0.15888], [1.10018, -3.33833, -0.07179], [0.88193, -3.01903, 1.49585], [2.24650, -2.31895, 0.59116], [-2.82122, -0.23473, -2.19506], [-1.03487, -0.62656, -2.95649], [-1.72935, 1.08840, -2.54275]],
  "forces_ev_per_angstrom": [[-2.6, -3.1, -1.1], [-0.1, 2.0, 0.3], [-0.4, 2.5, 1.3], [2.7, -1.6, -1.9], [1.6, 1.7, -0.4], [1.0, -2.1, 3.3], [-1.7, 0.0, -0.3], [-0.7, -2.3, 0.2], [0.5, -1.5, 0.0], [0.0, 0.8, -0.5], [0.3, -1.1, -0.1], [-0.7, -0.6, -0.6], [0.0, 1.7, 1.0], [-0.5, 0.2, 0.2], [-1.1, 1.3, 0.0], [-0.8, -0.2, 1.5], [-0.8, -0.9, -1.2], [-1.1, 2.5, -1.3], [1.5, -0.3, -0.8], [-0.4, -2.1, -2.3], [0.1, -0.1, 1.5], [2.0, 0.3, 0.5], [2.6, 0.1, -0.1], [-1.5, 1.6, 1.4], [0.3, 1.1, -0.7]],
  "lowdin_charge": [0.0424, -0.2807, -0.3218, -0.0899, -0.4758, -0.0611, -0.0418, -0.0858, 0.1055, -0.3674, -0.3557, -0.3755, 0.4225, 0.0993, 0.1224, 0.0611, 0.1051, 0.0211, 0.0443, 0.0460, 0.0877, 0.0600, 0.1039, 0.1048, 0.0295]
}

{
  "formula": "C8H12NOP",
  "method": "ωB97M-V with the def2-TZVPD basis set",
  "e_tot_ha": -783.21387,
  "homo_ev": -8.86,
  "smiles": "C=C=C(C)[C@@]1(CC)C(=O)N1P",
  "relative_energy_ev": 3.9043,
  "lumo_ev": 0.77,
  "elements": ["C", "C", "C", "C", "C", "C", "C", "C", "N", "O", "P", "H", "H", "H", "H", "H", "H", "H", "H", "H", "H", "H", "H"],
  "coordinates": [[-0.37239, 0.78651, 0.64140], [0.18809, -0.33856, -0.25012], [0.05198, 1.99547, 0.48244], [1.43018, -0.00881, -0.90577], [0.46339, 3.14274, 0.16157], [-1.53154, 0.57590, 1.53930], [-1.74263, -1.48880, -1.64166], [-0.59339, -1.66069, -0.49658], [1.60725, -0.72832, 0.18490], [1.93396, 0.47666, -1.86550], [2.99987, -0.65223, 1.32496], [1.26056, 3.63355, 0.79789], [-0.03461, 3.76202, -0.53795], [-2.42133, 0.42162, 0.83440], [-1.86154, 1.42811, 2.25773], [-1.25534, -0.23236, 2.14597], [-2.24489, -2.47078, -1.75507], [-1.31858, -1.19322, -2.63092], [-2.48154, -0.67776, -1.28000], [0.14987, -2.37067, -0.91624], [-1.07660, -1.89186, 0.46800], [3.78370, -0.50713, 0.16006], [3.06557, -2.00139, 1.28121]],
  "forces_ev_per_angstrom": [[-0.4, 0.0, -1.0], [-1.2, -0.5, 2.7], [-0.2, -1.9, -0.4], [-0.4, -1.0, -1.0], [2.2, 3.0, 1.6], [-2.2, 1.5, -0.3], [0.3, 0.7, 1.5], [-1.0, 1.8, -2.0], [1.5, 0.4, 0.4], [1.0, 0.8, -0.7], [-1.5, 1.2, -1.0], [-0.8, -0.6, -1.0], [-0.4, 0.4, -0.7], [0.9, -0.4, 1.4], [1.1, -1.1, -1.5], [-0.5, -1.6, 1.0], [0.1, 0.7, 0.1], [-0.2, -0.1, 0.9], [1.0, -1.4, -0.8], [-0.6, 0.2, 0.9], [0.4, -0.6, -0.5], [0.5, 0.1, 0.3], [0.5, -1.6, 0.3]],
  "lowdin_charge": [-0.2411, -0.2388, -0.0939, -0.5667, 0.0301, -0.0573, -0.0781, -0.1324, -0.2072, 0.1092, 0.8628, 0.0937, 0.0571, 0.1030, 0.1216, 0.0506, 0.0603, 0.0733, 0.0783, 0.1166, 0.1011, -0.0893, -0.1528]
}